Version A
Formula: C2H3NO2S
Source: OMol25
Level of theory: ωB97M-V/def2-TZVPD

```
! wB97M-V def2-TZVPD RIJCOSX def2/J DEFGRID3
* xyz 0 1
C 1.87 0.22 -0.39
C 0.84 0.17 0.48
N -2.36 -0.41 0.07
O -1.96 -1.49 0.28
O -3.35 0.12 -0.24
S -0.45 1.42 0.31
H 2.70 -0.47 -0.49
H 1.99 1.08 -1.15
H 0.73 -0.63 1.13
*
```

## Properties
HOMO energy = -8.82 eV

Mulliken population analysis, charges in e, atoms 1 to 4: -0.530, -0.201, 0.687, -0.346

=====

Version B
Formula: C2H3NO2S
Source: OMol25
Level of theory: ωB97M-V/def2-TZVPD

```
! wB97M-V def2-TZVPD RIJCOSX def2/J DEFGRID3
* xyz 0 1
C -2.52 -0.22 -1.75
C -1.37 -0.25 -1.23
N 1.74 -0.41 1.07
O 1.30 -1.48 1.28
O 2.87 -0.16 0.78
S 0.55 1.07 1.39
H -3.44 -0.25 -2.38
H 1.61 2.08 1.23
H -0.73 -0.38 -0.40
*
```

## Properties
HOMO energy = -10.47 eV
Structure (SMILES) = O=[N+]([O-])S.C#C

Mulliken population analysis, charges in e, atoms 1 to 4: -0.266, -0.090, 0.832, -0.456

=====

Version C
Formula: C2H3NO2S
Source: OMol25
Level of theory: ωB97M-V/def2-TZVPD

```
! wB97M-V def2-TZVPD RIJCOSX def2/J DEFGRID3
* xyz 0 1
C 0.30 -0.48 -0.63
C -0.89 0.28 -0.86
N 1.27 0.14 1.49
O 1.27 -0.70 -1.24
O 1.64 0.34 2.62
S 0.12 -1.13 1.20
H -1.80 -0.22 -0.57
H -0.75 1.15 -0.22
H -1.15 0.63 -1.79
*
```

## Properties
HOMO energy = -9.34 eV
Structure (SMILES) = CC(=O)SN=O

Mulliken population analysis, charges in e, atoms 1 to 4: 0.728, -1.090, 0.125, -0.395

=====

Version D
Formula: C2H3NO2S
Source: OMol25
Level of theory: ωB97M-V/def2-TZVPD

```
! wB97M-V def2-TZVPD RIJCOSX def2/J DEFGRID3
* xyz 0 1
C -0.58 0.71 -0.25
C 1.23 -0.51 -0.37
N -1.25 0.15 0.87
O -0.96 0.68 1.96
O -1.98 -0.80 0.64
S -0.80 1.58 -1.55
H 1.58 -0.63 0.69
H 0.91 -1.38 -0.89
H 1.85 0.21 -1.10
*
```

## Properties
HOMO energy = -9.14 eV

Mulliken population analysis, charges in e, atoms 1 to 4: 0.158, -0.738, 0.840, -0.484

=====

Q: Which of them is the most stable? A: version C.

=====

Version A
Formula: C6H16N
Source: OMol25
Level of theory: ωB97M-V/def2-TZVPD

```
! wB97M-V def2-TZVPD RIJCOSX def2/J DEFGRID3
* xyz 1 1
C 1.85 0.99 -1.52
C 1.09 0.16 -0.45
C -0.20 0.58 0.11
C -1.19 -0.48 0.51
C -1.51 -0.65 2.04
C -2.54 0.04 -0.11
N 2.21 -0.61 0.25
H 2.37 1.86 -0.98
H 1.02 1.43 -2.19
H 2.68 0.35 -1.96
H 0.73 -0.76 -0.87
H 1.08 -0.02 -3.80
H -0.25 1.50 0.69
H -0.96 -1.48 0.03
H -1.12 0.15 2.67
H -2.60 -0.50 2.09
H -1.36 -1.71 2.44
H -2.38 0.05 -1.24
H -2.70 1.09 0.24
H -3.34 -0.67 0.06
H 2.68 0.14 0.79
H 1.87 0.31 -4.10
H 1.78 -1.31 0.88
*
```

## Properties
HOMO energy = -14.91 eV

Mulliken population analysis, charges in e, atoms 1 to 4: -1.343, 0.092, -0.163, 0.524

=====

Version B
Formula: C6H16N
Source: OMol25
Level of theory: ωB97M-V/def2-TZVPD

```
! wB97M-V def2-TZVPD RIJCOSX def2/J DEFGRID3
* xyz 1 1
C 0.93 -1.64 -2.25
C -0.39 -1.91 -1.52
C -0.63 -0.99 -0.39
C -0.95 -1.35 0.99
C 0.12 -0.98 1.98
C 0.31 0.68 1.97
N 1.13 1.01 0.86
H 1.11 -2.38 -3.07
H 0.99 -0.65 -2.78
H 1.57 -1.59 -1.33
H -0.44 -2.85 -0.93
H -1.25 -1.83 -2.22
H 0.71 0.66 -0.03
H -1.35 -0.16 -0.58
H -1.99 -1.02 1.33
H -0.94 -2.48 1.02
H -0.34 -1.39 2.91
H 1.07 -1.51 1.76
H 0.66 0.91 3.02
H -0.58 1.34 1.81
H -0.26 8.00 -1.89
H -0.83 8.16 -1.37
H 1.36 1.98 0.73
*
```

## Properties
HOMO energy = -13.25 eV

Mulliken population analysis, charges in e, atoms 1 to 4: -1.082, -0.218, -0.253, -0.417

=====

Q: Which of them is the most stable? A: version B.

=====

Version A
Formula: C10H16N4O4
Source: OMol25
Level of theory: ωB97M-V/def2-TZVPD

```
! wB97M-V def2-TZVPD RIJCOSX def2/J DEFGRID3
* xyz 0 1
C -2.60 0.04 0.63
C -1.19 0.53 0.79
C -2.99 -1.10 -0.23
C -4.58 -1.28 -0.02
C 1.03 0.51 0.02
C 1.57 1.91 -0.49
C 1.80 -0.62 -0.61
C 3.30 -0.66 -0.24
C 4.21 0.36 -0.38
C 4.92 -1.57 0.67
H -3.04 2.04 0.74
H -4.45 1.06 -0.06
H -2.76 -0.22 1.77
H -2.61 -2.09 0.10
H -2.48 -0.02 -1.94
H -4.99 -1.17 1.07
H -5.37 -0.65 -0.66
H -4.98 -2.27 -0.45
H -0.61 -0.22 -1.20
H 1.08 0.62 1.20
H 1.33 -1.48 -0.14
H 1.72 -0.49 -1.78
H 4.27 1.44 -0.85
H 5.57 -2.24 1.25
H 6.23 0.04 0.42
H 0.19 2.71 0.72
N -3.40 1.26 0.07
N -0.39 0.26 -0.29
N 3.64 -1.82 0.43
N 5.39 -0.31 0.24
O -0.86 1.16 1.82
O -2.40 -0.90 -1.52
O 2.42 2.24 -1.31
O 1.03 2.94 0.21
*
```

## Properties
HOMO energy = -8.72 eV
Structure (SMILES) = C[C@@H](O)[C@H](N)C(=O)N[C@@H](Cc1c[nH]cn1)C(=O)O

Mulliken population analysis, charges in e, atoms 1 to 4: 0.608, -0.149, 0.191, -1.322

=====

Version B
Formula: C10H16N4O4
Source: OMol25
Level of theory: ωB97M-V/def2-TZVPD

```
! wB97M-V def2-TZVPD RIJCOSX def2/J DEFGRID3
* xyz 0 1
C -1.93 -1.25 0.45
C -0.99 -0.06 0.12
C -3.46 -1.07 -0.12
C -4.14 0.23 0.26
C 1.01 1.21 0.65
C 0.70 2.79 0.25
C 1.79 0.76 -0.57
C 2.53 -0.52 -0.48
C 3.80 -0.79 -0.13
C 2.53 -2.60 -0.15
H -2.14 -2.35 2.11
H -2.11 -0.48 2.51
H -1.59 -2.25 -0.01
H -3.94 -2.07 0.24
H -3.12 -0.37 -1.99
H -5.00 0.40 -0.70
H -4.73 -0.03 1.39
H -3.22 1.05 0.41
H 0.15 -0.32 1.63
H 1.73 1.23 1.59
H 1.17 0.57 -1.40
H 2.45 1.59 -0.99
H 4.67 -0.23 0.23
H 2.22 -3.60 -0.45
H 4.55 -2.65 0.56
H -0.50 2.20 -1.02
N -1.85 -1.35 1.82
N -0.13 0.42 1.01
N 1.70 -1.58 -0.51
N 3.83 -2.15 0.01
O -1.29 0.45 -0.96
O -3.41 -1.17 -1.56
O 1.35 3.64 0.77
O 0.03 3.06 -1.00
*
```

## Properties
HOMO energy = -8.78 eV
Structure (SMILES) = C[C@@H](O)[C@H](N)C(=O)N[C@@H](Cc1c[nH]cn1)C(=O)O

Mulliken population analysis, charges in e, atoms 1 to 4: 0.138, 0.348, 0.081, -0.949

=====

Q: Which of them is the most stable? A: version A.